No. 1
Density functional theory data (wB97M-V/def2-TZVPD) for a molecular structure, C11H15LiN2O.

Properties
Relative energy (zero: lowest compared OMol25 entry of this formula, charge and spin)   9.1 kcal/mol
Frontier orbital gap   7.0716 eV

Geometry (Å):
Li  -0.0073  -0.1223  0.1043
C  -0.3949  -1.1465  2.0075
C  -1.1706  0.0215  2.0220
C  -0.3029  1.1123  2.0771
C  1.0074  0.6271  2.0858
C  0.9540  -0.7683  2.0408
H  -0.7688  -2.1559  2.1132
H  -2.2478  0.0662  2.1011
H  -0.5890  2.1470  2.1874
H  1.8974  1.2237  2.2304
H  1.7970  -1.4356  2.1434
O  1.5133  0.0118  -1.0678
C  1.4165  0.8974  -2.1502
C  0.0708  1.5765  -2.1573
C  -0.3251  2.3833  -3.2200
C  -1.5395  3.0416  -3.1313
C  -2.3318  2.8373  -2.0096
C  -1.8676  1.9835  -1.0250
N  -0.6910  1.3821  -1.0943
H  2.3870  0.0566  -0.6740
H  1.5453  0.3484  -3.0966
H  2.1888  1.6751  -2.1080
H  0.3102  2.4970  -4.0863
H  -1.8688  3.6901  -3.9282
H  -3.2913  3.3217  -1.9126
H  -2.4388  1.7860  -0.1297
N  -0.9444  -1.7324  -1.1683
H  -0.5731  -2.3265  -1.8992
H  -1.8684  -1.4424  -1.4578
H  -1.0524  -2.2990  -0.3357

=====

No. 2
Density functional theory data (wB97M-V/def2-TZVPD) for 2 unconnected molecules or ions with the total composition C5H13NOS.

Properties
Relative energy (zero: lowest compared OMol25 entry of this formula, charge and spin)   102.6 kcal/mol
Total charge   +1
2S+1   2
Frontier orbital gap (alpha / beta)   5.5715 / 3.8383 eV

Geometry (Å):
C  -1.4419  1.0180  -0.6673
C  -1.4596  -0.3652  -1.2576
O  -2.2698  -1.3154  -0.4945
C  -1.0574  1.0999  0.8312
N  -0.0261  0.2149  1.3058
C  1.2775  0.3438  0.5990
C  2.0863  -0.8844  0.8773
S  3.7520  -0.6001  0.2205
H  -2.4328  1.4038  -0.9114
H  -0.6424  1.5693  -1.1506
H  -1.7835  -0.3111  -2.3040
H  -0.4873  -0.8152  -1.3763
H  -1.8372  -2.1497  -0.7439
H  -0.9483  2.1683  1.1191
H  -1.9983  0.8188  1.3385
H  -0.4168  -0.7165  1.2285
H  1.1808  0.6797  -0.4496
H  1.8386  1.1972  1.0303
H  1.7617  -1.8280  0.3854
H  2.0422  -1.1439  1.9615
H  2.8622  -0.3840  -1.5418

=====

No. 3
Density functional theory data (wB97M-V/def2-TZVPD) for 3 unconnected molecules or ions with the total composition C21H26NO6.

Properties
Total charge   +1
Frontier orbital gap   7.4000 eV

Geometry (Å):
C  2.0847  -3.1923  0.9107
C  1.6398  -1.8398  0.4333
C  2.3525  -0.6912  0.7728
C  1.9574  0.5490  0.3074
C  0.8369  0.6685  -0.5028
C  0.1107  -0.4633  -0.8459
C  -1.1400  -0.3305  -1.6878
C  -2.3360  -0.8230  -0.9257
C  -3.0688  -1.9528  -1.2701
C  -4.1411  -2.3870  -0.4878
C  -4.4650  -1.6941  0.6400
N  -3.7436  -0.6046  0.9536
C  -2.7161  -0.1599  0.2221
C  0.5158  -1.7043  -0.3705
H  1.2472  -3.8890  0.9398
H  2.8340  -3.6114  0.2379
H  2.5196  -3.1396  1.9063
H  3.2142  -0.7828  1.4216
H  2.5188  1.4283  0.5918
H  0.5187  1.6382  -0.8638
H  -1.2988  0.7245  -1.9123
H  -1.0414  -0.8843  -2.6203
H  -2.8021  -2.5008  -2.1651
H  -4.7131  -3.2655  -0.7478
H  -5.2677  -1.9622  1.3087
H  -3.9800  -0.0848  1.7888
H  -2.1994  0.7225  0.5718
H  -0.0521  -2.5940  -0.6270
C  -6.6074  4.0536  -2.5534
C  -5.7862  2.9791  -1.8944
C  -5.7684  2.9914  -0.3795
O  -4.4635  2.4490  -0.0819
C  -3.6599  2.7175  -1.1424
O  -2.4778  2.5637  -1.1333
O  -4.3778  3.1560  -2.1816
H  -6.2824  5.0408  -2.2251
H  -6.5073  4.0041  -3.6360
H  -7.6592  3.9244  -2.2988
H  -6.0651  1.9892  -2.2669
H  -6.5358  2.3761  0.0816
H  -5.8158  4.0057  0.0201
C  7.8239  -2.2574  1.4972
C  7.0338  -1.0037  1.2341
C  7.7167  0.2997  1.5976
O  6.6072  1.1421  1.9431
C  5.5921  0.3531  2.3511
O  4.5926  0.7392  2.8644
O  5.8642  -0.9446  2.0808
H  8.1204  -2.3110  2.5449
H  7.2337  -3.1424  1.2644
H  8.7194  -2.2684  0.8759
H  6.6825  -0.9721  0.1988
H  8.2777  0.7503  0.7841
H  8.3572  0.1911  2.4756

=====

No. 4
Density functional theory data (wB97M-V/def2-TZVPD) for a molecular structure, CCl4O2P.

Properties
Relative energy (zero: lowest compared OMol25 entry of this formula, charge and spin)   52.4 kcal/mol
Total charge   -1
Frontier orbital gap (alpha / beta)   5.4045 / 5.4071 eV

Geometry (Å):
C  -0.2733  0.3317  0.3309
O  0.0859  -1.6946  -1.1978
O  1.2578  -1.7413  1.1390
P  0.8100  -1.0553  -0.1023
Cl  -2.3932  2.7168  -0.6168
Cl  -1.8173  -0.1670  0.1717
Cl  0.0075  1.6214  1.2572
Cl  2.3225  -0.0117  -0.9821

=====

No. 5
Density functional theory data (wB97M-V/def2-TZVPD) for 2 unconnected molecules or ions with the total composition C2H2FNO2.

Properties
Relative energy (zero: lowest compared OMol25 entry of this formula, charge and spin)   164.2 kcal/mol
Frontier orbital gap   10.4823 eV

Geometry (Å):
C  -1.6481  -0.5079  -0.1992
C  -1.4567  -1.6320  -0.2517
F  -1.2482  -2.9129  -0.2614
H  -1.6695  0.4279  0.1796
O  1.5363  -0.3127  0.0070
N  0.9050  0.6561  0.1862
O  1.8483  1.7854  -0.0591
H  1.7328  2.4962  0.3986

=====

No. 6
Density functional theory data (wB97M-V/def2-TZVPD) for 3 unconnected molecules or ions with the total composition C20H47N10O4P3S.

Properties
Frontier orbital gap   6.3629 eV

Geometry (Å):
C  1.0482  -6.7318  -0.3089
C  0.9589  -5.1122  -0.2300
C  -0.3605  -4.3852  0.0957
C  -0.5062  -2.7980  0.2338
P  -2.2196  -2.1748  0.6881
N  -2.6119  -2.9126  2.0692
O  -3.3021  -2.5168  -0.5924
O  -2.3175  -0.4920  0.9889
C  0.7561  -1.9323  0.0169
C  0.6937  -0.3375  0.1758
N  2.0522  0.3171  0.3025
C  2.0904  -2.6683  -0.3520
N  3.4050  -2.1580  -0.6395
S  4.5612  -3.3633  -1.0091
N  3.5610  -4.7740  -0.8401
C  2.2463  -4.2532  -0.4864
H  1.2843  -7.1578  0.7425
H  0.0160  -7.1002  -0.6265
H  1.8922  -6.9815  -1.0349
H  -1.2945  -5.0358  0.2482
H  -3.4620  -3.4770  1.9046
H  -2.7666  -2.3613  -1.4154
H  -2.8326  -0.0642  0.2625
H  0.2128  0.0694  -0.7929
H  0.1164  0.0012  1.1200
H  2.5567  -0.3091  0.9665
H  2.5516  0.2811  -0.6031
C  -1.5908  3.6932  4.7826
N  -0.3633  3.0186  4.3883
C  -0.2073  3.1212  2.9347
P  0.3501  1.6004  5.0905
O  1.7720  2.0559  4.7176
N  0.6085  1.9016  6.7799
C  -0.1039  2.9103  7.5450
C  1.9921  1.8554  7.2617
N  -1.2675  0.9918  5.5001
C  -1.2722  -0.0925  6.5139
C  -1.9328  0.3903  4.3184
H  -2.4966  3.1475  4.4936
H  -1.6517  4.6788  4.3073
H  -1.6516  3.9044  5.8445
H  -0.8975  2.4578  2.4014
H  0.8060  2.8651  2.6188
H  -0.3870  4.1436  2.5822
H  0.1531  3.9254  7.2242
H  0.1266  2.8295  8.6132
H  -1.1843  2.7618  7.4942
H  2.5318  2.7794  7.0222
H  2.5305  1.0111  6.8281
H  2.0281  1.7144  8.3470
H  -0.6140  -0.9155  6.2181
H  -2.2835  -0.4878  6.6541
H  -0.9658  0.2515  7.5013
H  -1.3184  -0.3990  3.8745
H  -2.1421  1.1273  3.5435
H  -2.9048  -0.0324  4.5875
C  -0.9735  0.9159  -7.4410
N  -1.2733  1.1128  -6.0303
C  -2.2781  2.1715  -5.8988
P  -0.1938  0.9720  -4.6789
O  -1.3317  0.5403  -3.7350
N  0.5002  -0.6176  -4.7015
C  0.5755  -1.4577  -5.8849
C  0.2293  -1.4766  -3.5474
N  1.1537  1.5172  -5.7001
C  2.4993  1.2251  -5.1442
C  1.1411  2.9909  -5.8695
H  -0.3899  1.7345  -7.8776
H  -1.9012  0.8468  -8.0199
H  -0.4568  -0.0136  -7.6523
H  -1.8525  3.1642  -6.0812
H  -2.7243  2.1823  -4.9026
H  -3.1067  2.0289  -6.6020
H  -0.4153  -1.7788  -6.2231
H  1.1700  -2.3575  -5.6914
H  1.1066  -0.9578  -6.6971
H  -0.7728  -1.9202  -3.6039
H  0.3149  -0.9177  -2.6150
H  0.9561  -2.2927  -3.4798
H  2.6031  1.6185  -4.1280
H  3.2817  1.6658  -5.7706
H  2.7246  0.1594  -5.1222
H  1.1526  3.5021  -4.9017
H  0.2651  3.3333  -6.4197
H  2.0028  3.3275  -6.4528

=====

No. 7
Density functional theory data (wB97M-V/def2-TZVPD) for a molecular structure, C31H44BrCoF4GeN4O3PSe.

Properties
Relative energy (zero: lowest compared OMol25 entry of this formula, charge and spin)   18.6 kcal/mol
Total charge   +2
2S+1   2
Frontier orbital gap (alpha / beta)   7.6640 / 8.6444 eV

Geometry (Å):
Co  -0.0518  -0.3621  0.2518
F  2.2805  6.2695  2.5471
C  1.6370  5.1266  2.4238
C  0.3365  5.0052  2.8730
F  -0.2730  6.0326  3.4353
C  -0.3158  3.7892  2.7413
F  -1.5423  3.7071  3.2537
C  0.2652  2.6893  2.1197
P  -0.6967  1.1410  1.9643
C  -2.4390  1.5558  1.6687
C  -2.8932  2.7872  1.2120
C  -4.2344  2.9666  0.9021
C  -5.1327  1.9220  1.0525
C  -4.6879  0.6851  1.5004
C  -3.3483  0.5008  1.7950
C  -0.5915  0.5544  3.6925
C  -1.6730  0.5224  4.5681
C  -1.4810  0.1621  5.8967
C  -0.2156  -0.1537  6.3616
C  0.8708  -0.1056  5.4965
C  0.6841  0.2416  4.1702
C  1.6119  2.8153  1.7530
Br  2.7136  1.3439  1.3135
C  2.2779  4.0184  1.8881
F  3.5573  4.1376  1.5503
H  -2.2128  3.6216  1.0980
H  -4.5772  3.9321  0.5546
H  -6.1790  2.0704  0.8212
H  -5.3832  -0.1360  1.6139
H  -3.0102  -0.4776  2.1180
H  -2.6598  0.8114  4.2426
H  -2.3264  0.1486  6.5713
H  -0.0705  -0.4219  7.3995
H  1.8649  -0.3295  5.8612
H  1.5405  0.2844  3.5069
N  0.5811  -1.7734  -1.0306
C  1.9134  -1.3772  -1.5583
C  2.2790  -2.2369  -2.7731
C  3.4712  -1.8516  -3.6492
C  4.8624  -1.9635  -3.0347
N  5.1898  -1.0077  -1.9632
C  5.6180  0.2360  -2.1680
N  5.5447  0.7847  -3.3760
N  6.1703  0.9204  -1.1639
C  1.8597  0.1471  -1.7661
O  2.7062  0.6994  -2.4568
O  0.9127  0.7155  -1.1310
H  0.5862  -2.7388  -0.7131
H  -0.0820  -1.7295  -1.7991
H  2.6342  -1.5313  -0.7466
H  1.4047  -2.2535  -3.4329
H  2.4085  -3.2690  -2.4271
H  3.2974  -0.8603  -4.0609
H  3.4744  -2.5424  -4.4961
H  5.6178  -1.8633  -3.8166
H  4.9976  -2.9536  -2.5991
H  5.3491  -1.3855  -1.0446
H  4.8241  0.4633  -4.0012
H  5.8211  1.7451  -3.4977
H  6.4346  0.4718  -0.3047
H  6.4052  1.8924  -1.2676
C  -4.0003  -1.9541  -5.2554
Ge  -3.9237  -1.7043  -3.3301
C  -3.8936  -3.3907  -2.3502
C  -5.3511  -0.5514  -2.6810
C  -2.1777  -0.8249  -2.9459
Se  -2.1886  0.1251  -1.2367
C  -1.5929  1.8424  -1.9270
H  -4.8927  -2.5179  -5.5263
H  -3.1299  -2.5013  -5.6178
H  -4.0415  -0.9889  -5.7599
H  -4.8637  -3.8842  -2.4011
H  -3.6658  -3.2120  -1.2969
H  -3.1471  -4.0710  -2.7620
H  -6.3168  -0.9434  -2.9997
H  -5.2471  0.4599  -3.0762
H  -5.3379  -0.4985  -1.5923
H  -1.9379  -0.0868  -3.7110
H  -1.3855  -1.5757  -2.9701
H  -2.4171  2.2786  -2.4866
H  -0.7122  1.6947  -2.5401
H  -1.3412  2.4776  -1.0864
C  1.7995  -3.0351  3.3732
C  1.7469  -2.3666  2.0218
O  0.4587  -1.7425  1.8040
H  2.7880  -3.4654  3.5340
H  1.0753  -3.8502  3.4359
H  1.5936  -2.3209  4.1692
H  1.9386  -3.0883  1.2214
H  2.4707  -1.5562  1.9423
H  -0.2333  -2.3415  2.1107

=====

No. 8
Density functional theory data (wB97M-V/def2-TZVPD) for C3H9NO2Si in the gas phase.

Properties
Relative energy (zero: lowest compared OMol25 entry of this formula, charge and spin)   90.6 kcal/mol
Frontier orbital gap (alpha / beta)   7.5660 / 6.6142 eV

Geometry (Å):
C  1.9342  0.0865  0.2166
C  0.8284  0.3794  -0.9143
C  1.3327  -0.7216  1.2536
N  -0.4560  0.9386  -0.5021
O  -2.3974  -1.1733  -0.7705
O  -2.8517  0.6700  1.0318
Si  -1.7094  -0.1100  0.1253
H  2.6996  -0.4437  -0.3863
H  2.5034  0.9060  0.6516
H  1.1513  1.0626  -1.6314
H  0.6170  -0.5353  -1.4289
H  1.1321  -1.8291  1.2489
H  1.1582  -0.1343  2.1418
H  -0.1538  1.8139  -0.0601
H  -2.0213  -1.6247  -1.5868
H  -3.7675  0.7149  0.6109

=====

| no. | calculated total energy (eV) |
| --- | --- |
| 1 | -16883.8320 |
| 2 | -19756.2281 |
| 3 | -35969.2571 |
| 4 | -64512.8669 |
| 5 | -10402.0611 |
| 6 | -83285.8909 |
| 7 | -294642.2919 |
| 8 | -16718.7428 |